No. 1
Computed, not measured: 4 unconnected molecules or ions with the total composition C4H17N2O2, with the ωB97M-V functional and the def2-TZVPD basis.

Results
- spin multiplicity = 2
- E_tot (a.u.) = -422.35376
- expectation value of S² = 0.754
- gap between HOMO and LUMO (spin up / spin down) (eV) = 6.636 / 6.627
- LUMO energy (spin up / spin down) (eV) = 0.465 / 0.464
- highest occupied orbital energy (spin up / spin down) (hartree) = -0.2268 / -0.2265
- energy relative to the best compared isomer or geometry (same formula, charge and spin) (kJ/mol) = 353.6

XYZ file:
```
25
Properties=species:S:1:pos:R:3:nbo_charge:R:1
O 6.172 -0.201 -0.388 -0.944
O 2.995 0.374 0.006 -0.969
N 0.551 0.268 1.475 -0.721
N -4.037 1.047 -0.267 -0.855
C -3.032 0.401 -1.102 -0.235
C -0.241 -0.464 0.349 -0.496
C -2.546 -0.929 -0.485 -0.307
C -1.713 -0.621 0.803 -0.477
H -4.314 1.991 -0.493 0.361
H -3.378 0.271 -2.146 0.167
H 1.474 0.507 1.109 0.455
H -3.330 -1.665 -0.305 0.197
H -1.943 -1.526 1.378 0.191
H -2.124 1.007 -1.109 0.189
H 2.750 0.008 -0.846 0.486
H -0.281 0.360 -0.408 0.116
H -2.048 0.292 1.332 0.175
H 0.088 1.096 1.870 0.355
H 0.632 -0.366 2.263 0.400
H 6.702 0.421 -0.889 0.474
H -4.893 0.507 -0.224 0.350
H 6.376 -1.016 -0.848 0.473
H -1.675 -1.496 -2.349 -0.012
H 3.918 0.106 0.063 0.497
H -1.796 -1.426 -1.271 0.129
```

No. 2
Computed, not measured: a molecular structure, C23H18N4OPdS2, with the ωB97M-V functional and the def2-TZVPD basis.

Results
- spin multiplicity = 1
- total charge = +2
- E_tot (a.u.) = -2105.27712
- gap between HOMO and LUMO (eV) = 8.107
- LUMO energy (eV) = -6.233
- highest occupied orbital energy (hartree) = -0.5270
- energy relative to the best compared isomer or geometry (same formula, charge and spin) (kJ/mol) = 0.0

XYZ file:
```
49
Properties=species:S:1:pos:R:3:nbo_charge:R:1
Pd 0.697 1.041 0.077 0.849
S -2.278 0.488 -0.956 1.241
S 0.382 0.212 4.536 0.614
O -1.320 1.051 0.136 -0.956
N 0.708 2.047 -2.829 -0.547
N 2.683 0.991 0.381 -0.476
N 0.725 0.510 2.060 -0.474
N 4.356 0.835 1.805 -0.471
C 0.749 1.655 -1.752 0.378
C -4.024 -0.581 0.895 -0.224
C 3.028 0.816 1.651 0.394
C 5.415 1.340 -2.117 -0.179
C -0.765 -3.271 -0.667 -0.190
C -6.257 0.273 1.144 -0.144
C -5.252 -0.614 1.527 -0.193
C -2.255 -3.157 -2.556 -0.166
C 3.863 1.109 -0.349 0.154
C -0.209 0.332 2.954 -0.111
C 4.101 1.264 -1.713 -0.226
C -6.042 1.196 0.134 -0.193
C 6.256 1.100 0.149 -0.212
C 4.928 1.020 0.551 0.104
C -4.809 1.248 -0.503 -0.200
C 1.982 0.438 3.978 -0.377
C -1.007 -1.932 -0.383 -0.259
C 6.478 1.265 -1.200 -0.168
C -1.873 -1.227 -1.199 -0.198
C 1.981 0.583 2.630 0.052
C -1.389 -3.882 -1.745 -0.170
C -2.496 -1.820 -2.292 -0.235
C -3.818 0.359 -0.112 -0.210
H -5.441 -1.340 2.306 0.239
H 7.493 1.331 -1.566 0.246
H -2.738 -3.632 -3.399 0.243
H 0.631 2.429 -3.755 0.491
H -4.623 1.968 -1.290 0.236
H -1.199 -4.925 -1.957 0.242
H 2.814 0.460 4.663 0.277
H -3.250 -1.293 1.152 0.227
H -6.830 1.875 -0.162 0.244
H -0.524 -1.473 0.472 0.215
H 7.074 1.033 0.854 0.246
H 4.856 0.695 2.668 0.447
H 5.641 1.455 -3.168 0.240
H 3.293 1.302 -2.428 0.216
H -7.219 0.232 1.637 0.242
H -3.164 -1.248 -2.925 0.237
H -1.259 0.275 2.702 0.272
H -0.092 -3.838 -0.038 0.234
```

No. 3
Computed, not measured: C6H2 in the gas phase, with the ωB97M-V functional and the def2-TZVPD basis.

Results
- spin multiplicity = 1
- E_tot (a.u.) = -229.46505
- SMILES string = C=C=C=C1C#C1
- gap between HOMO and LUMO (spin up / spin down) (eV) = 7.925 / 7.927
- LUMO energy (spin up / spin down) (eV) = -1.086 / -1.085
- highest occupied orbital energy (spin up / spin down) (hartree) = -0.3311 / -0.3312
- energy relative to the best compared isomer or geometry (same formula, charge and spin) (kJ/mol) = 452.6

XYZ file:
```
8
Properties=species:S:1:pos:R:3:lowdin_charge:R:1
C 1.265 -1.050 -0.052 0.174
C -0.627 0.808 0.065 -0.075
C 0.645 0.988 -0.118 -0.004
C 2.688 -0.603 0.014 0.015
C -1.653 -0.042 0.074 0.050
C 1.809 0.380 -0.125 -0.302
H -2.083 -0.240 1.037 0.071
H -2.043 -0.242 -0.895 0.070
```

No. 4
Computed, not measured: a molecular structure, C18H25Br33IN2O2, with the ωB97M-V functional and the def2-TZVPD basis.

Results
- spin multiplicity = 1
- total charge = -1
- E_tot (a.u.) = -86200.95351
- gap between HOMO and LUMO (eV) = 6.271
- LUMO energy (eV) = 0.927
- highest occupied orbital energy (hartree) = -0.1964

XYZ file:
```
81
Properties=species:S:1:pos:R:3:lowdin_charge:R:1
I -4.744 3.304 -2.554 0.684
Br -1.986 0.851 0.758 0.726
Br 5.876 5.921 -2.277 0.566
Br 5.908 -0.623 -1.327 0.621
Br -3.069 -4.635 -4.765 0.522
Br -7.716 -0.973 0.863 0.531
Br 6.109 -5.994 -5.738 0.560
Br -2.829 5.518 4.903 0.552
Br -8.024 -0.409 -2.253 0.569
Br -0.968 7.970 5.729 0.559
Br -1.492 2.050 6.071 0.534
Br 0.091 5.783 3.663 0.571
Br -1.231 -2.693 -2.968 0.769
Br 8.062 -0.537 1.018 0.551
Br 3.913 -6.117 -8.037 0.555
Br 1.281 2.240 7.624 0.562
Br 0.927 0.174 5.217 0.578
Br 2.670 -4.230 -4.705 0.548
Br -1.005 -2.642 -6.155 0.531
Br -9.426 -2.961 -0.949 0.557
Br -1.696 -1.675 2.668 0.545
Br 6.166 4.560 0.592 0.575
Br 4.399 -4.145 -2.037 0.530
Br -4.424 -1.153 1.095 0.538
Br 3.287 5.322 -0.527 0.643
Br -4.362 -4.229 6.401 0.575
Br -3.851 -1.125 5.906 0.529
Br -2.876 0.159 9.285 0.571
Br -1.377 -3.110 6.229 0.559
Br 7.909 -3.072 -0.909 0.541
Br 5.972 -8.524 -7.673 0.550
Br -5.338 2.145 8.953 0.582
Br -5.846 -0.965 9.452 0.577
Br 1.543 -5.564 -2.040 0.560
O 1.272 -1.462 -2.405 -0.128
O -0.265 -0.767 -0.957 -0.178
N 1.971 1.065 -3.046 -0.010
N -0.335 0.666 -3.774 0.000
C -4.692 0.539 9.793 -1.623
C 6.916 -1.653 -0.061 -1.642
C 2.618 -4.147 -2.781 -1.598
C -2.262 1.462 -2.451 -0.330
C 0.599 0.795 -2.647 -0.295
C -2.720 2.837 -1.943 -0.646
C 0.062 1.090 6.668 -1.641
C 2.483 2.383 -2.649 -0.264
C 3.602 2.232 -1.595 -0.152
C -1.024 6.119 5.194 -1.655
C -1.439 1.623 -3.734 -0.233
C -1.380 -3.699 -4.576 -1.621
C 5.152 5.783 -0.497 -1.622
C 0.527 -0.597 -1.921 -0.736
C -3.198 -2.731 6.734 -1.641
C -7.923 -1.755 -0.883 -1.639
C 4.973 -7.130 -6.790 -1.650
C -2.503 -0.964 1.072 -1.577
H 4.287 -7.612 -6.109 -0.028
H -2.730 2.920 -0.864 -0.025
H 0.138 0.809 -4.655 0.103
H 3.304 2.751 -0.685 -0.012
H -2.094 1.379 -4.575 0.111
H -0.625 5.537 6.013 -0.043
H 6.206 -2.119 0.608 -0.028
H 2.136 -3.201 -2.511 -0.070
H -0.609 -4.455 -4.518 -0.067
H -2.115 3.649 -2.329 0.025
H -0.276 0.336 7.366 -0.058
H 0.295 1.532 -1.899 0.134
H -3.168 0.893 -2.643 0.078
H 1.706 3.064 -2.306 0.088
H 3.778 1.189 -1.371 0.006
H 4.543 2.661 -1.945 0.048
H -1.688 0.930 -1.676 0.004
H -4.696 0.710 10.859 -0.032
H -3.199 -2.560 7.802 -0.071
H 2.959 2.811 -3.535 0.102
H -2.131 -1.547 0.237 -0.044
H 5.234 6.759 -0.043 -0.037
H -7.035 -2.340 -1.076 -0.031
H -1.144 2.667 -3.912 0.105
H 2.129 0.878 -4.022 0.104
```

No. 5
Computed, not measured: 2 unconnected molecules or ions with the total composition C2H5NSi, with the ωB97M-V functional and the def2-TZVPD basis.

Results
- spin multiplicity = 1
- E_tot (a.u.) = -423.29085
- SMILES string = N=C=C=[SiH2].[H][H]
- gap between HOMO and LUMO (eV) = 7.939
- LUMO energy (eV) = -0.799
- highest occupied orbital energy (hartree) = -0.3211
- energy relative to the best compared isomer or geometry (same formula, charge and spin) (kJ/mol) = 335.2

XYZ file:
```
9
Properties=species:S:1:pos:R:3:nbo_charge:R:1
Si 1.010 -1.172 -0.842 1.067
N -2.521 0.092 0.983 -0.645
C -0.266 -0.471 0.038 -0.899
C -1.329 -0.083 0.667 0.402
H 1.129 -2.631 -1.027 -0.144
H -2.810 1.052 1.166 0.378
H 1.565 2.011 0.175 -0.006
H 1.083 1.508 -0.029 0.001
H 2.139 -0.306 -1.130 -0.154
```

No. 6
Computed, not measured: a molecular structure, C21H15BrCaN6O3S4, with the ωB97M-V functional and the def2-TZVPD basis.

Results
- spin multiplicity = 1
- total charge = -2
- E_tot (a.u.) = -6208.08057
- gap between HOMO and LUMO (eV) = 4.718
- LUMO energy (eV) = 3.534
- highest occupied orbital energy (hartree) = -0.0435
- energy relative to the best compared isomer or geometry (same formula, charge and spin) (kJ/mol) = 73.8

XYZ file:
```
51
Properties=species:S:1:pos:R:3:nbo_charge:R:1
Br -0.277 1.374 -8.194 0.012
Ca 0.267 -0.535 -0.903 1.684
S -2.355 -0.422 -1.935 -0.510
S 2.665 -2.052 -0.896 1.256
S -0.578 1.693 1.777 2.333
S -0.911 -3.103 -0.367 -0.508
O -0.064 2.875 2.445 -1.010
O 2.096 -1.367 0.315 -1.050
O -1.954 1.719 1.368 -0.940
N 1.949 -1.858 -2.164 -1.100
N -5.764 -1.315 -0.800 -0.417
N -4.107 -4.300 1.035 -0.423
N 1.893 1.323 -1.083 -0.558
N 0.157 0.427 -3.659 -0.428
N 0.313 1.227 0.544 -1.057
C -0.483 -1.592 4.942 -0.028
C -0.408 0.745 4.314 -0.223
C 1.466 1.829 0.098 0.416
C -0.536 -1.930 3.592 -0.200
C -0.510 -2.672 5.995 -0.623
C 0.754 -0.336 -4.573 0.062
C -4.619 -1.447 -0.847 0.309
C -0.583 1.448 -4.077 0.072
C -0.108 0.981 -6.340 -0.043
C -3.460 -3.564 0.428 0.308
C 3.744 2.831 -1.130 -0.343
C -3.180 -1.600 -0.948 -0.290
C -0.418 -0.246 5.288 -0.227
C -0.456 0.385 2.974 -0.251
C 3.326 3.352 0.098 -0.164
C 0.652 -0.096 -5.940 -0.303
C -0.749 1.777 -5.417 -0.292
C 2.987 1.812 -1.662 0.062
C 2.203 2.866 0.723 -0.303
C -0.522 -0.955 2.613 -0.182
C -2.607 -2.665 -0.324 -0.304
H 4.622 3.199 -1.643 0.200
H 1.864 3.257 1.668 0.252
H -0.379 0.034 6.337 0.189
H 3.891 4.147 0.571 0.194
H -1.085 2.023 -3.305 0.220
H -0.355 1.793 4.578 0.232
H 0.340 -3.349 5.886 0.211
H 1.147 -0.736 -6.655 0.222
H -1.417 -3.274 5.910 0.218
H -1.363 2.614 -5.716 0.224
H -0.593 -1.280 1.582 0.238
H -0.478 -2.245 6.999 0.197
H 1.329 -1.168 -4.183 0.252
H -0.606 -2.969 3.285 0.226
H 3.261 1.344 -2.603 0.189
```